# 1
# C3H9N3

A structure of composition C3H9N3 at a distorted geometry (ωB97M-V/def2-TZVPD, OMol25).

Results
**Relative energy (zero: lowest compared OMol25 entry of this formula, charge and spin)**: 693.3 kJ/mol
**Kohn-Sham gap**: 9.61 eV
**Highest occupied orbital energy**: -8.93 eV

Structure (ORCA input):
```
! RIJCOSX wB97M-V def2-TZVPD def2/J DEFGRID3
* xyz 0 1
N 0.912 1.964 -0.178
N 2.173 -0.945 -0.006
N 0.747 -0.548 0.028
C 0.284 0.758 0.036
C -1.155 0.776 0.255
C -1.687 -0.819 -0.237
H 0.187 -1.336 0.503
H -1.660 1.838 -0.604
H -1.713 -0.894 -1.483
H -1.487 1.100 1.550
H -2.674 -0.787 0.114
H 2.386 -0.520 -0.968
H 1.977 1.781 -0.317
H -1.180 -1.897 0.399
H 2.890 -0.470 0.908
*
```

***

# 2
# C3H9N3

The molecule C3H9N3 at a distorted geometry (ωB97M-V/def2-TZVPD, OMol25).

Results
**SMILES**: C/N=C/N(C)N
**Relative energy (zero: lowest compared OMol25 entry of this formula, charge and spin)**: 352.8 kJ/mol
**Kohn-Sham gap**: 9.28 eV
**Highest occupied orbital energy**: -8.47 eV

Structure (ORCA input):
```
! RIJCOSX wB97M-V def2-TZVPD def2/J DEFGRID3
* xyz 0 1
N -0.939 -0.247 -0.286
N 1.431 -0.770 -0.272
N -1.367 -1.518 0.032
C 2.780 -0.046 0.077
C -1.843 0.878 -0.009
C 0.454 0.077 -0.195
H -2.697 0.697 -0.714
H -1.307 1.786 -0.245
H -2.053 -1.679 -0.803
H -2.315 0.790 1.080
H 2.652 1.065 0.322
H 3.493 -0.149 -0.911
H -2.013 -1.506 1.041
H 3.191 -0.609 1.023
H 0.533 1.230 -0.141
*
```

***

# 3
# C3H9N3O

A structure of composition C3H9N3O at a distorted geometry (ωB97M-V/def2-TZVPD, OMol25).

Results
**Relative energy (zero: lowest compared OMol25 entry of this formula, charge and spin)**: 561.7 kJ/mol
**Kohn-Sham gap**: 9.65 eV
**Highest occupied orbital energy**: -8.87 eV

Structure (ORCA input):
```
! RIJCOSX wB97M-V def2-TZVPD def2/J DEFGRID3
* xyz 0 1
O -1.213 1.384 -0.889
N 1.099 1.120 0.966
N -1.518 0.221 -0.503
N 2.394 -0.075 -0.540
C 1.255 0.567 -0.169
C -0.876 -0.707 -1.172
C -1.792 0.164 0.936
H -0.664 -0.362 -2.153
H -0.811 0.350 1.299
H 3.124 0.180 0.022
H 0.302 1.253 -0.897
H -2.583 0.822 1.217
H 2.424 -0.375 -1.531
H -0.875 -1.746 -0.915
H 1.919 1.021 1.574
H -1.920 -0.801 1.336
*
```

***

Repeat the second record exactly.
# C3H9N3

The molecule C3H9N3 at a distorted geometry (ωB97M-V/def2-TZVPD, OMol25).

Results
**SMILES**: C/N=C/N(C)N
**Relative energy (zero: lowest compared OMol25 entry of this formula, charge and spin)**: 352.8 kJ/mol
**Kohn-Sham gap**: 9.28 eV
**Highest occupied orbital energy**: -8.47 eV

Structure (ORCA input):
```
! RIJCOSX wB97M-V def2-TZVPD def2/J DEFGRID3
* xyz 0 1
N -0.939 -0.247 -0.286
N 1.431 -0.770 -0.272
N -1.367 -1.518 0.032
C 2.780 -0.046 0.077
C -1.843 0.878 -0.009
C 0.454 0.077 -0.195
H -2.697 0.697 -0.714
H -1.307 1.786 -0.245
H -2.053 -1.679 -0.803
H -2.315 0.790 1.080
H 2.652 1.065 0.322
H 3.493 -0.149 -0.911
H -2.013 -1.506 1.041
H 3.191 -0.609 1.023
H 0.533 1.230 -0.141
*
```